# 1
Below is C3H6N2OS in the gas phase at a distorted geometry, with properties calculated with wB97M-V/def2-TZVPD.

- energy above the lowest of the compared OMol25 structures with the same formula, charge and spin (kJ/mol) = 241.7
- structure (SMILES) = ON1CCNC1=S

ORCA input file:
```
! wB97M-V def2-TZVPD RIJCOSX def2/J DEFGRID3
* xyz 0 1
O -0.9869 2.0407 0.0302
N -0.4496 0.7955 -0.2538
C 0.9366 0.6421 0.1499
C 1.1304 -0.8653 -0.1111
N -0.2418 -1.3287 0.1051
C -1.1365 -0.3411 -0.0488
S -2.7896 -0.4153 0.0041
H -1.9540 1.8641 -0.0585
H 0.9253 0.9555 1.1904
H 1.6113 1.2691 -0.5004
H 1.8355 -1.2991 0.6289
H 1.4088 -0.9888 -1.1735
H -0.2895 -2.3289 0.0376
*
```

=====

# 2
Below is a molecular structure, C23H29F4LaN8O3 at a distorted geometry, with properties calculated with wB97M-V/def2-TZVPD.

- energy above the lowest of the compared OMol25 structures with the same formula, charge and spin (kJ/mol) = 105.3

ORCA input file:
```
! wB97M-V def2-TZVPD RIJCOSX def2/J DEFGRID3
* xyz 2 1
La 0.9101 0.6735 0.0113
N 0.0899 -0.1839 2.2509
C 0.7621 -1.3630 2.8503
C 2.2438 -1.1043 3.1277
C 3.1497 -1.1246 1.8959
N 3.1338 0.1645 1.1491
H 0.0383 0.5349 2.9808
H -0.8814 -0.4569 2.0736
H 0.6638 -2.2105 2.1635
H 0.2811 -1.6372 3.7969
H 2.5960 -1.8869 3.8012
H 2.3663 -0.1575 3.6583
H 2.8254 -1.9201 1.2180
H 4.1712 -1.3597 2.2178
H 3.8710 0.0986 0.4399
H 3.4774 0.8703 1.8057
C -2.6934 -0.6301 -2.3875
C -1.4973 0.0977 -3.0095
C -1.9613 1.2407 -3.9192
O -0.6573 -0.8127 -3.7014
C -0.6131 0.6920 -1.9248
O 0.6257 0.8373 -2.1188
O -1.0834 1.0049 -0.7976
H -3.3692 -0.9763 -3.1687
H -3.2285 0.0413 -1.7203
H -2.3580 -1.4942 -1.8189
H -2.6455 0.8440 -4.6690
H -1.1037 1.6967 -4.4116
H -2.4841 1.9923 -3.3338
H -1.0991 -1.0496 -4.5307
C 0.4552 4.1694 -1.1744
C 1.4599 4.1894 -0.0247
C 1.3552 5.4881 0.7771
C 2.8703 3.9918 -0.5873
N 1.2135 2.9967 0.8576
N -0.0861 2.9284 1.4953
H 0.7426 4.9106 -1.9175
H -0.5538 4.4222 -0.8476
H 0.4536 3.1918 -1.6719
H 1.6868 6.3226 0.1665
H 1.9811 5.4590 1.6673
H 0.3300 5.7035 1.0708
H 3.1052 4.7886 -1.2896
H 2.9331 3.0371 -1.1281
H 3.6223 4.0134 0.2004
H 1.8786 3.1061 1.6347
H -0.8136 3.0189 0.7771
H -0.2170 3.7143 2.1408
F 2.5671 -1.0399 -1.5554
C 2.9372 -1.9850 -2.4923
C 4.2300 -1.9608 -2.9074
F 5.0351 -1.0478 -2.3699
C 4.7377 -2.9175 -3.8536
C 3.7483 -3.8122 -4.3952
C 2.4391 -3.7975 -4.0006
F 1.5906 -4.6682 -4.5240
C 1.9648 -2.9157 -2.9766
C 0.6737 -2.9811 -2.4548
C 0.3595 -2.2501 -1.3128
N 0.1920 -1.6633 -0.3298
C -0.3730 -3.7846 -2.9621
N -1.2754 -4.3738 -3.3460
F 4.1294 -4.6861 -5.3060
C 6.0813 -3.0105 -4.1873
C 7.0613 -2.1243 -3.6822
N 7.8791 -1.4350 -3.2707
C 6.6278 -4.0546 -4.9702
N 7.1360 -4.9184 -5.5261
*
```

=====

# 3
Below is 6 unconnected molecules or ions with the total composition C33H58FN9O6S3 at a distorted geometry, with properties calculated with wB97M-V/def2-TZVPD.

- electronic energy (hartree) = -3530.38952
- structure (SMILES) = [H]/N=C\Cc1cc([C@H](C)F)c2nsnc2c1CCCSC(=S)N1CCOCC1.CNC(C)=O.CNC(C)=O.CNC(C)=O.CNC(C)=O.CNC(C)=O

ORCA input file:
```
! wB97M-V def2-TZVPD RIJCOSX def2/J DEFGRID3
* xyz 0 1
H -7.1652 2.4411 -1.3966
N -7.0273 2.1989 -2.4017
C -5.7578 2.5948 -2.8336
C -4.7314 3.3103 -1.7758
C -3.1432 2.9844 -2.0113
C -2.0943 4.2736 -1.8713
C -0.4709 4.0640 -2.0353
C 0.6063 5.3299 -1.8485
C 1.1269 5.2062 -0.2638
F -0.2065 6.5645 -2.0138
C 0.1941 2.6077 -2.3875
N 1.6894 2.4078 -2.5830
S 1.7064 0.6736 -2.9528
N 0.0091 0.1432 -2.8421
C -0.8480 1.3495 -2.5243
C -2.4744 1.5222 -2.3274
C -3.4051 0.1773 -2.4398
C -4.0924 -0.1369 -0.9645
C -2.9609 -0.4506 0.2019
S -2.6034 -2.3122 0.3241
C -0.7055 -2.5207 0.4024
S 0.2321 -1.3993 1.2928
N -0.1515 -3.7108 -0.3488
C 0.0103 -3.4527 -1.8302
C 1.5412 -3.0096 -2.2797
O 2.5745 -3.9190 -1.7357
C 2.5093 -3.6939 -0.2721
C 1.0898 -4.2900 0.2914
H -5.4541 2.3493 -3.9442
H -4.9763 3.1228 -0.6413
H -4.8568 4.4867 -1.9360
H -2.4592 5.3758 -1.6328
H 1.4820 5.2262 -2.6201
H 1.0449 6.2286 0.3184
H 0.4043 4.4543 0.3097
H 2.2015 4.7414 -0.2516
H -4.2104 0.3064 -3.2802
H -2.7148 -0.7419 -2.6895
H -4.7382 0.7746 -0.5653
H -4.8628 -1.0412 -1.0864
H -3.3931 -0.1277 1.2649
H -1.9643 0.1799 0.0690
H -0.6721 -2.5054 -2.0771
H -0.4166 -4.3289 -2.5193
H 1.5996 -2.9194 -3.4632
H 1.7316 -1.9564 -1.7514
H 3.3701 -4.3771 0.1943
H 2.7590 -2.5996 0.0604
H 1.1125 -4.1767 1.4624
H 1.0761 -5.4551 0.0612
C -3.4861 -5.9355 0.5966
N -2.1664 -6.3332 0.1667
C -1.5803 -7.5607 0.2866
C -2.3781 -8.6547 0.9413
O -0.4407 -7.7411 -0.1328
H -4.0372 -5.5852 -0.2786
H -3.3783 -5.1153 1.3094
H -4.0350 -6.7538 1.0664
H -1.5754 -5.6435 -0.2826
H -1.7892 -9.5747 0.9692
H -2.6262 -8.3714 1.9681
H -3.2900 -8.8446 0.3684
C 6.1957 5.6357 -3.1267
N 5.3909 5.0415 -2.0858
C 4.9250 5.6324 -0.9463
C 5.2738 7.0770 -0.7157
O 4.2469 4.9866 -0.1524
H 5.6445 5.5613 -4.0665
H 7.1242 5.0664 -3.2049
H 6.4289 6.6830 -2.9259
H 5.1200 4.0695 -2.1787
H 4.8382 7.4159 0.2274
H 6.3598 7.1932 -0.6567
H 4.8692 7.6917 -1.5246
C -0.2169 0.1079 7.3962
N -1.2869 0.6246 6.5760
C -1.5457 0.3478 5.2642
C -0.6243 -0.6073 4.5567
O -2.5033 0.8725 4.7029
H -0.6619 -0.4112 8.2476
H 0.3741 0.9530 7.7554
H 0.4306 -0.5808 6.8504
H -1.9447 1.2739 6.9912
H -0.9488 -0.7344 3.5210
H 0.3943 -0.2089 4.5538
H -0.6493 -1.5832 5.0496
C 2.0704 4.7249 8.5531
N 2.0077 3.3996 7.9839
C 2.5343 2.9705 6.7993
C 3.2762 3.9742 5.9603
O 2.3942 1.8013 6.4523
H 2.5664 4.6548 9.5234
H 1.0483 5.0830 8.6934
H 2.6153 5.4255 7.9177
H 1.5219 2.6743 8.4983
H 3.6399 3.4956 5.0478
H 2.6066 4.7920 5.6788
H 4.1359 4.3607 6.5148
C -0.4706 -6.1289 -7.3316
N -0.8824 -4.9352 -6.6317
C -0.0913 -4.0204 -5.9977
C 1.3944 -4.2536 -6.0105
O -0.5980 -3.0492 -5.4435
H -0.8152 -6.0527 -8.3650
H -0.9487 -6.9857 -6.8522
H 0.6124 -6.2654 -7.3202
H -1.8710 -4.7181 -6.5851
H 1.8989 -3.4491 -5.4698
H 1.6270 -5.2014 -5.5167
H 1.7614 -4.2615 -7.0407
*
```

=====

# 4
Below is 2 unconnected molecules or ions with the total composition C7H17OS at a distorted geometry, with properties calculated with wB97M-V/def2-TZVPD.

- electronic energy (hartree) = -750.20962

ORCA input file:
```
! wB97M-V def2-TZVPD RIJCOSX def2/J DEFGRID3
* xyz -1 1
C -1.9177 -0.0522 2.4669
C -1.7855 -0.0529 0.8931
C -1.8567 -1.4724 0.2684
C -0.8649 -2.4854 0.8687
C 0.5730 -2.3903 0.2739
H -2.9992 -0.2292 2.7143
H -1.7778 1.0303 2.7374
H -2.6544 0.5176 0.4834
H -0.8582 0.4918 0.6477
H -2.8778 -1.8535 0.4427
H -1.7320 -1.3674 -0.8262
H -0.8130 -2.4366 1.9607
H -1.2476 -3.4962 0.6267
H 0.7354 -1.4810 -0.3158
H 0.8035 -3.2618 -0.3626
H 1.3111 -2.3856 1.0935
C 0.7443 2.6302 -0.7429
S 1.2444 1.5570 -2.1009
O 1.1063 0.1565 -1.6194
C 2.9983 1.9744 -2.0347
H -0.3236 2.4943 -0.5795
H 1.2869 2.3574 0.1624
H 0.9450 3.6693 -1.0090
H 3.3948 1.7473 -1.0446
H 3.1284 3.0336 -2.2609
H 3.5188 1.3772 -2.7814
*
```

=====

# 5
Below is a molecular structure, C24H44BErNP2 at a distorted geometry, with properties calculated with wB97M-V/def2-TZVPD.

- energy above the lowest of the compared OMol25 structures with the same formula, charge and spin (kJ/mol) = 0.0

ORCA input file:
```
! wB97M-V def2-TZVPD RIJCOSX def2/J DEFGRID3
* xyz 1 4
Er 0.2854 -0.2115 -0.0436
C -1.0845 1.4551 -1.3191
C -2.0126 0.6372 -0.5830
C -0.7910 1.8915 0.9422
C -0.3349 2.2326 -0.3696
C -1.8228 0.9068 0.8143
C -0.9908 1.5783 -2.7979
H -1.2646 0.6372 -3.2943
H 0.0318 1.8423 -3.1009
H -1.6583 2.3639 -3.1926
C 0.6170 3.3328 -0.6800
H 0.7586 3.4339 -1.7596
H 1.5962 3.1431 -0.2146
H 0.2486 4.2967 -0.2889
C -0.3991 2.5978 2.1922
H -0.7418 3.6457 2.1845
H 0.6929 2.6043 2.3136
H -0.8427 2.1061 3.0649
C -2.6474 0.3836 1.9379
H -3.5009 1.0429 2.1681
H -2.0434 0.3071 2.8517
H -3.0518 -0.6093 1.7066
C -3.0688 -0.2345 -1.1602
H -4.0307 0.2913 -1.2774
H -3.2533 -1.0981 -0.5060
H -2.7779 -0.6032 -2.1504
C 2.4404 -5.4222 -2.6754
C 1.3785 -5.3168 -3.4925
C 0.2899 -6.3461 -3.6110
C -0.1038 -7.0543 -2.2830
C -0.1254 -6.1799 -1.0812
C 0.8756 -6.1170 -0.1747
C 2.2602 -6.6338 -0.4028
C 2.7744 -6.6305 -1.8688
H 0.5667 -7.1438 -4.3235
H 0.5653 -7.9063 -2.1143
H -0.5912 -5.8492 -4.0450
H 2.4277 -7.5362 -2.3877
H 3.2510 -4.6992 -2.7430
H 1.3724 -4.5479 -4.2800
H 3.8726 -6.6955 -1.8154
H 2.9399 -6.0258 0.2158
H 0.7043 -5.7589 0.8466
H 2.3675 -7.6725 -0.0409
H -1.1134 -7.4653 -2.4382
H -1.0775 -5.6575 -0.9309
P 1.1481 -1.9320 -1.9228
C 2.7801 -2.0391 -2.6614
C -0.1659 -2.5811 -3.0001
P 0.0471 -2.6978 0.9983
C 1.1656 -3.1286 -0.4720
C -1.3983 -3.7827 0.9053
C 0.9404 -3.2383 2.4854
H 3.4897 -1.4943 -2.0204
H 2.7501 -1.5486 -3.6419
H 3.1469 -3.0603 -2.7807
H -0.1075 -3.6698 -3.1771
H -0.0674 -2.0540 -3.9575
H -1.1638 -2.3603 -2.5861
H 1.3506 -4.2560 2.4056
H 0.2412 -3.1836 3.3337
H 1.7607 -2.5297 2.6756
H 2.1967 -3.2646 -0.1124
H 0.8475 -4.0639 -0.9426
H -1.9514 -3.6820 1.8482
H -1.1259 -4.8331 0.7670
H -2.0522 -3.4661 0.0830
B 4.1565 1.8439 2.0001
C 3.0214 1.0590 1.3574
N 2.1527 0.4442 0.8527
H 5.2011 1.5110 1.4654
H 4.1609 1.5874 3.1992
H 3.9273 3.0275 1.8178
*
```

=====

# 6
Below is C5H11N in the gas phase, with properties calculated with wB97M-V/def2-TZVPD.

- energy above the lowest of the compared OMol25 structures with the same formula, charge and spin (kJ/mol) = 167.8
- structure (SMILES) = CCN1C[C@H]1C

ORCA input file:
```
! wB97M-V def2-TZVPD RIJCOSX def2/J DEFGRID3
* xyz 0 1
C -1.7904 0.9078 0.3995
C -1.4281 -0.3402 -0.5233
N -0.0662 -0.8912 -0.5529
C 0.5154 -1.2853 0.7228
C 0.9141 -0.0266 0.0519
C 2.2144 0.3185 -0.6046
H -2.5495 0.6617 1.1447
H -1.0178 1.4284 0.9870
H -2.1787 1.7149 -0.2282
H -2.0896 -1.1943 -0.3229
H -1.6312 -0.0615 -1.5630
H -0.1134 -1.2187 1.6113
H 1.1666 -2.1586 0.6878
H 0.4392 0.8394 0.4805
H 2.8238 0.8797 0.1124
H 2.0201 0.9813 -1.4556
H 2.7715 -0.5553 -0.9474
*
```